58
Properties=species:S:1:pos:R:3:forces:R:3 method="wB97M-V/def2-TZVPD" largest_force_ev_per_a=17.61 total_energy_ha=-1224.97773 spin_multiplicity=1 total_charge=0
C 4.57534 2.12056 -1.06370 2.886 0.414 -5.496
H 4.63528 1.59759 -2.10882 -0.924 1.160 0.846
H 5.07912 3.21127 -1.34017 -1.335 -2.851 1.299
H 3.57243 2.18832 -0.78353 -1.389 0.282 0.663
C 5.47831 1.19150 -0.34570 -0.075 4.105 6.175
N 4.97713 -0.10065 0.05975 -0.966 -0.323 -0.567
C 3.54415 -0.33279 0.51421 0.841 5.661 -6.491
H 3.14453 0.74171 0.58047 0.193 -1.447 0.997
C 2.79010 -0.71850 -0.95375 -3.640 -5.921 15.384
N 1.47468 -0.88082 -0.56673 -1.761 13.520 -0.747
C 0.74585 -1.79676 -0.30597 -0.588 -14.520 -1.519
O 1.21444 -2.99642 -0.50622 0.461 0.933 0.765
C -0.64656 -1.98797 -0.06229 2.966 15.424 0.641
H -1.08155 -2.69906 0.27761 -4.145 -9.784 3.191
H -0.70780 -1.25061 0.85298 -0.109 -1.224 -0.289
C -1.53019 -1.09246 -0.91189 9.705 -0.737 -4.597
N -2.23972 -0.16080 -0.42412 -6.716 10.688 5.800
N -3.60062 -0.30457 -0.32303 3.737 -0.175 -1.441
C -4.28339 0.73806 0.02706 -4.982 -2.370 2.306
C -3.92947 1.92798 0.69256 1.316 -0.836 -4.119
C -2.62055 2.13485 0.41008 -4.364 9.981 7.296
C -1.77929 1.26572 0.09923 13.218 -9.727 -6.380
O -0.45508 1.43072 -0.11045 -5.199 -0.553 1.343
H -2.20517 3.11272 1.02916 -0.444 -2.290 -2.384
H -4.58266 2.76449 0.77156 -0.640 0.095 1.034
C -5.72273 0.28553 0.12386 -3.549 0.738 -0.612
C -6.15436 -1.26923 0.17258 -6.359 14.260 -0.692
C -7.45757 -1.29241 0.18567 -3.316 -10.352 1.106
C -8.56617 -0.52258 0.32852 3.182 3.974 -1.065
C -8.10602 0.81428 0.23662 -2.790 2.792 -0.465
C -6.79908 1.33980 0.07410 0.568 -12.230 1.748
H -6.58938 2.25178 -0.06612 1.266 6.867 -0.930
H -8.87930 1.65062 0.17431 0.709 -1.209 0.253
H -9.54859 -0.90262 0.23059 -0.697 0.073 0.302
H -7.79368 -2.56635 0.25750 0.682 3.292 -0.373
H -5.34232 -1.62593 0.21446 10.103 -7.209 0.427
H -0.74691 -0.59962 -1.92995 -2.407 -1.320 2.916
H -2.14023 -1.71448 -1.29219 -4.500 -4.331 -3.585
H 0.91828 0.08026 -0.37996 1.504 -2.007 -0.558
H 3.08158 -1.61751 -1.01175 2.843 -6.761 -1.645
H 3.06521 -0.16823 -1.56176 3.808 9.731 -10.413
H 3.39694 -0.86890 1.38922 -0.171 -1.464 1.147
C 5.83630 -0.84277 0.87010 5.686 5.646 1.949
C 7.28294 -0.95622 0.24370 -1.630 6.744 -2.857
C 7.75627 0.66035 -0.04614 7.113 -8.494 10.223
C 7.01449 1.31746 -0.82037 -11.629 2.483 -6.520
H 7.26958 2.30762 -0.88009 0.203 2.614 -0.743
H 6.92842 0.78395 -1.76198 0.280 0.472 -1.068
H 8.03518 1.17726 0.88804 -0.840 -0.265 0.355
H 8.69783 0.63910 -0.43071 3.164 -0.758 -1.395
H 8.03052 -1.34993 0.80018 1.885 -1.650 1.895
H 7.29307 -1.25891 -0.80912 -0.347 -0.833 0.368
H 5.73577 -1.76557 0.70966 -2.789 -7.741 0.057
C 6.05519 -0.45360 2.41566 -3.606 7.829 -4.599
H 5.11087 -0.45139 2.87344 -1.422 -0.128 0.872
H 6.43714 0.72705 2.63685 -0.647 -3.524 -0.955
H 6.59383 -1.12120 2.80540 4.646 -5.017 3.308
H 5.39364 1.93044 0.81900 1.010 -1.724 -2.160